# CHO2PS

A single CHO2PS molecule at a distorted geometry (ωB97M-V/def2-TZVPD, the OMol25 dataset).

As for the largest force on an atom: 2.2 eV Å⁻¹. Its SMILES is O=COP=S. The HOMO energy comes out at -10.2 eV. The relative energy (zero: lowest compared OMol25 entry of this formula, charge and spin) is 27.82 kcal/mol. Its total charge is 0. As for the frontier orbital gap: 8.0 eV.

Last column: natural (NBO) charge in e.
Cartesian coordinates (Å):
S  2.705  1.698  0.725  -0.280
P  1.873  0.365  -0.330  0.929
O  -2.303  -0.300  0.302  -0.537
O  -0.088  0.271  -0.115  -0.862
C  -1.173  -0.567  -0.012  0.663
H  -1.015  -1.466  -0.570  0.087

---

# C2H4ClOP

2 unconnected molecules or ions with the total composition C2H4ClOP at a distorted geometry (ωB97M-V/def2-TZVPD, the OMol25 dataset).

As for the largest force on an atom: 1.6 eV Å⁻¹. The HOMO energy (alpha / beta) comes out at -7.3 / -9.2 eV. The relative energy (zero: lowest compared OMol25 entry of this formula, charge and spin) is 66.76 kcal/mol. Its spin multiplicity is 3. Its total charge is 0. As for the frontier orbital gap (alpha / beta): 7.6 / 6.5 eV.

Last column: Mulliken spin population.
Cartesian coordinates (Å):
Cl  2.224  -0.180  2.098  0.302
P  1.056  -0.972  -1.100  0.999
O  2.958  -0.888  0.895  0.742
C  0.015  -0.066  -0.205  -0.075
C  -1.418  0.439  -0.504  0.059
H  -1.976  0.417  0.424  -0.005
H  -1.455  1.372  -1.069  -0.012
H  -1.892  -0.109  -1.333  -0.027
H  0.488  -0.014  0.794  0.017

---

# C3H6N2OS

A single C3H6N2OS molecule at a distorted geometry (ωB97M-V/def2-TZVPD, the OMol25 dataset).

As for the largest force on an atom: 4.2 eV Å⁻¹. Its SMILES is [H]/N=C(/NO)C(C)=S. The HOMO energy comes out at -8.8 eV. The relative energy (zero: lowest compared OMol25 entry of this formula, charge and spin) is 87.11 kcal/mol. Its total charge is 0. As for the frontier orbital gap: 8.4 eV.

Last column: natural (NBO) charge in e.
Cartesian coordinates (Å):
S  -0.580  0.103  -2.288  0.043
O  -1.489  0.182  1.297  -0.546
N  0.928  -1.927  0.114  -0.673
N  -1.067  -1.042  0.815  -0.327
C  0.047  -1.034  0.071  0.338
C  0.145  0.172  -0.800  -0.079
C  0.828  1.431  -0.414  -0.701
H  -2.442  0.166  0.955  0.484
H  -0.967  -1.734  1.616  0.373
H  1.738  -1.733  -0.461  0.355
H  0.138  2.192  0.045  0.259
H  1.180  1.901  -1.312  0.246
H  1.540  1.323  0.363  0.228

---

# C42H30Cl2N7O5Rb

A molecular structure, C42H30Cl2N7O5Rb (ωB97M-V/def2-TZVPD, the OMol25 dataset).

As for the largest force on an atom: 0.2 eV Å⁻¹. The HOMO energy comes out at -1.2 eV. The relative energy (zero: lowest compared OMol25 entry of this formula, charge and spin) is 4.27 kcal/mol. Its total charge is -2. As for the frontier orbital gap: 4.6 eV.

Last column: Löwdin charge in e.
Cartesian coordinates (Å):
Rb  0.620  0.398  0.384  0.809
Cl  3.976  -1.010  7.241  0.568
Cl  5.480  -3.083  5.308  0.571
O  -0.850  -1.152  -1.471  -0.143
O  -1.532  -4.859  -4.368  -0.102
O  1.855  2.593  4.861  -0.064
O  5.195  -1.757  0.627  -0.055
O  -1.134  -1.730  1.286  -0.039
N  1.975  1.155  2.999  0.064
N  -1.895  1.354  1.665  0.099
N  0.773  2.674  -1.872  0.108
N  -1.706  2.278  -0.884  0.182
N  2.759  -0.604  -1.542  0.083
N  0.827  3.342  1.602  0.110
N  3.196  -0.752  1.340  0.056
C  -1.548  -4.250  -3.132  -0.303
C  -2.719  2.653  -3.007  -0.017
C  2.368  2.488  -3.638  -0.071
C  0.015  4.208  0.995  -0.173
C  -1.192  -2.348  -1.601  -0.394
C  -0.237  3.902  3.664  -0.035
C  -1.995  -4.535  -0.811  -0.070
C  4.027  -1.318  0.492  -0.530
C  2.323  -2.153  -3.323  -0.086
C  -0.210  2.475  -2.749  -0.211
C  4.283  -1.724  3.297  -0.060
C  1.615  2.221  3.684  -0.520
C  1.348  2.287  -4.551  -0.084
C  3.463  -0.752  2.709  -0.206
C  2.805  0.187  3.572  -0.203
C  -1.178  -2.953  -2.919  0.027
C  -2.909  2.231  -0.319  -0.185
C  3.427  -1.557  -0.890  -0.194
C  -1.630  -2.770  0.876  -0.405
C  -2.953  1.974  1.158  -0.217
C  -1.097  4.768  3.020  -0.092
C  0.036  2.267  -4.103  -0.024
C  -1.975  -5.077  -2.073  -0.059
C  -2.921  1.381  3.814  -0.051
C  0.706  3.185  2.918  -0.213
C  -1.036  -4.094  -5.438  -0.115
C  -3.974  2.604  -2.425  -0.064
C  -4.077  2.382  -1.063  -0.016
C  2.028  2.661  -2.303  -0.121
C  -1.604  2.468  -2.192  -0.194
C  2.219  -0.913  -2.723  -0.158
C  -4.016  2.047  3.292  -0.078
C  3.603  -2.833  -1.437  -0.015
C  2.999  0.062  4.954  -0.059
C  -1.875  1.061  2.958  -0.116
C  -2.301  -3.668  1.919  -0.035
C  3.797  -0.932  5.499  -0.699
C  4.442  -1.823  4.669  -0.697
C  -0.967  4.935  1.646  -0.095
C  3.040  -3.137  -2.656  -0.077
C  -4.040  2.354  1.940  -0.030
C  -1.608  -3.218  -0.514  -0.103
H  -2.305  -5.180  0.002  0.092
H  -1.856  5.308  3.576  0.094
H  -4.844  2.335  3.930  0.097
H  -3.316  -3.953  1.638  0.071
H  -5.046  2.300  -0.589  0.101
H  3.139  -4.131  -3.078  0.097
H  4.179  -3.552  -0.872  0.110
H  -0.772  2.056  -4.790  0.100
H  2.790  2.778  -1.540  0.123
H  -4.874  2.893  1.512  0.097
H  -0.011  -3.759  -5.249  0.078
H  -1.052  -4.743  -6.313  0.081
H  -4.863  2.726  -3.030  0.101
H  -1.613  5.603  1.089  0.089
H  4.811  -2.408  2.653  0.090
H  1.641  -0.130  -3.202  0.086
H  -2.321  -3.110  2.853  0.072
H  -1.719  -4.579  2.073  0.077
H  -0.844  -2.301  -3.714  0.094
H  0.146  4.294  -0.078  0.077
H  -2.250  -6.105  -2.268  0.092
H  -2.858  1.128  4.863  0.104
H  -1.660  -3.215  -5.629  0.089
H  2.521  0.775  5.604  0.082
H  -0.983  0.556  3.317  0.119
H  -0.260  3.746  4.733  0.107
H  1.835  -2.344  -4.271  0.081
H  -2.613  2.833  -4.068  0.097
H  3.407  2.472  -3.937  0.104
H  1.569  2.115  -5.597  0.102